# C33H52ClF3N6O3SSbSn

A molecular structure, C33H52ClF3N6O3SSbSn (ωB97M-V/def2-TZVPD, the OMol25 dataset).

Values from the calculation:
- LUMO level (eV) = 2.32
- HOMO (eV) = -4.3
- orbital gap (eV) = 6.652
- net charge = -1

```
101
C33H52ClF3N6O3SSbSn (ωB97M-V/def2-TZVPD)
Sn 0.404 0.709 0.313
N -1.873 2.423 2.824
N -2.806 2.572 1.790
C -3.098 1.477 0.941
O -4.176 1.598 0.312
O -2.235 0.588 0.811
H -2.322 2.278 3.722
H -1.263 3.228 2.870
H -3.623 3.140 1.969
F 5.936 1.855 -0.308
C 5.906 0.529 -0.522
F 7.153 0.081 -0.223
F 5.762 0.345 -1.842
C 4.860 -0.172 0.296
C 5.256 -1.035 1.296
C 4.307 -1.676 2.085
C 2.979 -1.419 1.805
N 2.584 -0.605 0.837
C 3.476 0.064 0.078
S 2.823 1.180 -1.052
H 6.310 -1.207 1.464
H 4.590 -2.349 2.881
H 2.182 -1.883 2.377
C -2.059 -4.656 3.777
C -1.010 -4.042 2.859
C 0.377 -4.139 3.492
Sb -1.308 -2.013 2.059
C -2.122 -0.886 3.737
C -3.045 -1.548 4.753
C -0.948 -0.206 4.438
C -3.067 -2.422 0.849
C -4.413 -2.378 1.556
C -2.879 -3.722 0.076
H -1.878 -5.731 3.902
H -3.075 -4.533 3.400
H -2.020 -4.211 4.771
H -0.990 -4.628 1.934
H 0.451 -3.508 4.384
H 1.161 -3.827 2.801
H 0.598 -5.166 3.806
H -2.680 -0.121 3.191
H -2.496 -2.222 5.410
H -3.853 -2.113 4.292
H -3.499 -0.781 5.393
H -0.304 -0.941 4.931
H -1.302 0.481 5.217
H -0.341 0.368 3.737
H -3.024 -1.579 0.159
H -4.500 -3.142 2.332
H -5.220 -2.555 0.835
H -4.594 -1.402 2.008
H -2.969 -4.596 0.728
H -1.907 -3.770 -0.420
H -3.648 -3.817 -0.698
C -4.317 2.716 -4.882
C -4.816 2.613 -3.434
C -6.336 2.409 -3.437
C -4.197 1.335 -2.843
C -4.458 3.891 -2.601
O -4.624 3.693 -1.207
C -5.418 5.088 -2.824
C -5.599 5.768 -4.186
C -4.411 6.545 -4.697
C -3.866 7.582 -3.943
C -2.769 8.300 -4.389
C -2.205 7.979 -5.614
Cl -0.824 8.875 -6.182
C -2.727 6.961 -6.390
C -3.828 6.255 -5.925
C -3.028 4.426 -2.840
N -1.945 3.511 -2.529
C -1.522 3.064 -1.344
N -0.511 2.231 -1.522
C -0.352 2.206 -2.866
N -1.189 2.979 -3.518
H -4.692 1.857 -5.442
H -3.228 2.691 -4.931
H -4.663 3.612 -5.395
H -6.567 1.432 -3.866
H -6.856 3.162 -4.033
H -6.734 2.431 -2.421
H -4.452 0.502 -3.503
H -4.574 1.094 -1.851
H -3.110 1.372 -2.789
H -4.516 2.772 -0.870
H -5.096 5.838 -2.096
H -6.395 4.761 -2.474
H -6.435 6.466 -4.072
H -5.918 5.055 -4.946
H -4.302 7.831 -2.983
H -2.349 9.100 -3.795
H -2.274 6.720 -7.341
H -4.231 5.452 -6.531
H -2.912 5.304 -2.203
H -2.864 4.732 -3.871
H -1.976 3.331 -0.402
H 0.407 1.622 -3.357
C -0.059 -0.826 -1.186
H 0.440 -1.758 -0.919
H 0.292 -0.517 -2.171
H -1.139 -0.986 -1.215
```


# C33H52ClIN14OPS

14 unconnected molecules or ions with the total composition C33H52ClIN14OPS in a non-equilibrium geometry (ωB97M-V/def2-TZVPD, the OMol25 dataset).

Values from the calculation:
- LUMO level (eV) = -2.81
- HOMO (eV) = -11.7
- orbital gap (eV) = 8.837
- net charge = +1

```
104
C33H52ClIN14OPS (ωB97M-V/def2-TZVPD)
O 1.404 -2.220 0.187
C 0.387 -1.652 0.101
Cl -0.530 -1.313 1.613
C -0.234 -1.264 -1.222
C -1.404 -0.287 -1.255
N -2.615 -0.996 -0.699
C -3.863 -0.179 -0.688
I -5.299 -1.252 0.517
C -3.650 1.195 -0.092
C -2.519 1.926 -0.809
C -1.218 1.100 -0.652
P 0.174 1.995 -1.431
S 1.951 1.449 -0.827
H 0.600 -0.894 -1.819
H -0.558 -2.203 -1.671
H -1.629 -0.105 -2.312
H -2.441 -1.377 0.239
H -2.774 -1.818 -1.290
H -4.303 -0.145 -1.681
H -4.592 1.729 -0.211
H -3.393 1.098 0.965
H -2.330 2.881 -0.320
H -2.715 2.046 -1.876
H -0.979 1.075 0.411
H -0.020 1.915 -2.814
H -0.078 3.330 -1.093
C -1.920 0.433 -6.074
C -2.241 1.256 -4.915
N -2.499 1.950 -4.031
H -1.733 -0.593 -5.767
H -2.747 0.443 -6.774
H -1.038 0.830 -6.568
C 0.087 -0.206 5.089
C -0.241 1.047 5.755
N -0.500 2.038 6.277
H -0.002 -0.085 4.012
H 1.106 -0.501 5.327
H -0.594 -0.990 5.415
C -0.899 -1.863 -10.262
C -0.975 -0.603 -9.538
N -1.036 0.398 -8.978
H -1.672 -2.537 -9.900
H -1.045 -1.684 -11.326
H 0.078 -2.319 -10.109
C 5.109 3.385 -0.363
C 5.492 4.617 -1.036
N 5.795 5.584 -1.579
H 4.026 3.278 -0.381
H 5.556 2.533 -0.872
H 5.452 3.405 0.669
C -0.421 -5.818 0.172
C -1.228 -4.729 -0.352
N -1.857 -3.859 -0.767
H 0.187 -5.460 0.999
H -1.064 -6.619 0.528
H 0.234 -6.203 -0.606
C 7.714 8.270 -2.309
C 9.114 8.675 -2.340
N 10.220 8.988 -2.364
H 7.217 8.721 -1.452
H 7.216 8.596 -3.220
H 7.635 7.189 -2.230
C 1.113 -2.870 7.891
C 0.832 -3.235 6.510
N 0.612 -3.513 5.415
H 2.148 -2.545 7.982
H 0.455 -2.063 8.204
H 0.943 -3.726 8.540
C -0.874 4.309 9.039
C -0.860 5.708 9.446
N -0.847 6.812 9.763
H -1.776 3.827 9.411
H -0.854 4.233 7.954
H -0.004 3.797 9.444
C -2.932 -1.423 8.873
C -2.192 -2.575 9.374
N -1.618 -3.491 9.768
H -3.672 -1.115 9.609
H -2.251 -0.593 8.687
H -3.440 -1.686 7.947
C 2.254 -6.534 4.644
C 1.830 -6.909 3.304
N 1.496 -7.206 2.244
H 3.304 -6.250 4.629
H 1.658 -5.691 4.991
H 2.120 -7.376 5.320
C 11.045 7.445 -5.483
C 10.605 6.991 -6.797
N 10.251 6.633 -7.830
H 12.026 7.907 -5.558
H 10.343 8.174 -5.086
H 11.102 6.600 -4.800
C -5.223 -3.730 -8.202
C -4.333 -2.622 -7.882
N -3.638 -1.741 -7.629
H -5.953 -3.858 -7.406
H -5.745 -3.524 -9.134
H -4.647 -4.647 -8.311
C -8.141 -4.844 0.255
C -8.300 -3.881 1.337
N -8.433 -3.127 2.195
H -8.608 -4.461 -0.650
H -7.083 -5.019 0.067
H -8.614 -5.785 0.529
```


# C33H52CsN2O4S2SiTe

A molecular structure, C33H52CsN2O4S2SiTe in a non-equilibrium geometry (ωB97M-V/def2-TZVPD, the OMol25 dataset).

Values from the calculation:
- LUMO level (alpha / beta) (eV) = 3.75 / 3.72
- HOMO (alpha / beta) (eV) = -2.0 / -2.7
- spin multiplicity = 2
- orbital gap (alpha / beta) (eV) = 5.796 / 6.463
- <S²> = 0.767
- net charge = -2

```
96
C33H52CsN2O4S2SiTe (ωB97M-V/def2-TZVPD)
Cs 1.143 -2.772 -1.514
C 0.481 1.931 0.536
C 1.235 1.147 1.604
C 0.288 0.211 2.344
C 1.905 2.089 2.602
O 2.183 0.294 0.973
Si 3.696 0.576 0.348
S 4.225 -0.883 -0.944
O 4.719 0.837 1.660
C 5.334 -0.114 2.523
C 6.614 -0.630 1.869
C 5.668 0.646 3.802
C 4.387 -1.270 2.838
O 3.580 2.136 -0.233
C 4.563 3.053 -0.688
C 4.808 4.053 0.440
C 5.871 2.364 -1.075
C 3.967 3.749 -1.906
H -0.318 2.526 0.990
H 0.031 1.250 -0.188
H 1.164 2.594 0.003
H -0.497 0.768 2.862
H 0.845 -0.383 3.071
H -0.189 -0.468 1.637
H 1.146 2.688 3.114
H 2.603 2.758 2.099
H 2.461 1.516 3.347
H 7.297 0.205 1.689
H 6.376 -1.101 0.915
H 7.117 -1.356 2.516
H 6.298 1.507 3.566
H 6.200 0.005 4.511
H 4.754 1.011 4.275
H 4.150 -1.832 1.934
H 3.453 -0.886 3.254
H 4.843 -1.949 3.564
H 5.154 3.517 1.325
H 3.878 4.570 0.688
H 5.558 4.798 0.157
H 6.326 1.888 -0.206
H 6.570 3.105 -1.477
H 5.688 1.591 -1.820
H 3.019 4.222 -1.638
H 3.773 3.015 -2.689
H 4.644 4.514 -2.298
C 1.395 0.147 -4.008
C 0.212 -0.629 -3.441
O 0.130 -1.864 -3.732
N -0.581 0.065 -2.656
Te -2.058 -1.291 -1.912
C -4.159 -2.257 -1.737
C -5.365 -1.578 -1.887
C -5.431 -0.100 -2.160
C -6.564 -2.289 -1.775
C -6.587 -3.651 -1.530
C -7.888 -4.400 -1.403
C -5.371 -4.317 -1.417
C -4.155 -3.647 -1.530
C -2.886 -4.460 -1.438
C -2.711 0.202 -0.536
C -2.867 1.538 -0.912
C -2.650 2.058 -2.308
C -3.254 2.474 0.051
C -3.490 2.124 1.367
C -3.867 3.151 2.400
C -3.346 0.787 1.717
C -2.960 -0.179 0.795
C -2.815 -1.595 1.284
H 1.118 0.513 -5.001
H 2.257 -0.511 -4.110
H 1.657 0.995 -3.377
H -4.686 0.198 -2.899
H -5.231 0.482 -1.257
H -6.420 0.176 -2.532
H -7.504 -1.754 -1.887
H -8.738 -3.743 -1.597
H -8.011 -4.818 -0.401
H -7.940 -5.232 -2.109
H -5.364 -5.390 -1.247
H -3.112 -5.522 -1.343
H -2.271 -4.177 -0.582
H -2.258 -4.335 -2.322
H -2.702 1.276 -3.060
H -1.653 2.492 -2.397
H -3.397 2.825 -2.530
H -3.363 3.511 -0.253
H -4.008 4.133 1.946
H -3.088 3.245 3.161
H -4.792 2.880 2.914
H -3.517 0.481 2.745
H -2.986 -1.638 2.360
H -1.817 -1.990 1.084
H -3.525 -2.264 0.797
S 0.328 -7.945 0.574
C 0.557 -6.380 0.043
N 0.720 -5.286 -0.331
```


# C33H52F8O30

14 unconnected molecules or ions with the total composition C33H52F8O30 in a non-equilibrium geometry (ωB97M-V/def2-TZVPD, the OMol25 dataset).

Values from the calculation:
- LUMO level (eV) = -0.47
- HOMO (eV) = -10.1
- orbital gap (eV) = 9.654

```
123
C33H52F8O30 (ωB97M-V/def2-TZVPD)
C 1.808 0.894 6.006
C 0.768 1.003 4.930
O -0.413 0.338 5.425
C -0.044 -0.373 6.518
O -0.780 -1.116 7.127
O 1.190 -0.104 6.830
F 1.199 0.452 3.775
H 1.943 1.802 6.593
H 2.747 0.613 5.531
H 0.591 2.044 4.657
C 4.520 -4.190 0.459
C 3.154 -4.606 -0.114
O 3.201 -4.016 -1.371
C 3.863 -2.816 -1.294
O 3.900 -1.892 -2.086
O 4.552 -2.866 -0.129
F 2.142 -4.166 0.603
H 5.330 -4.854 0.154
H 4.553 -4.212 1.548
H 3.050 -5.685 -0.232
C -2.186 1.269 -6.897
C -2.782 2.459 -6.255
O -2.607 2.153 -4.877
C -2.294 0.891 -4.703
O -2.198 0.462 -3.544
O -2.123 0.303 -5.891
F -3.997 2.677 -6.653
H -1.159 1.386 -7.242
H -2.737 1.024 -7.805
H -2.182 3.307 -6.583
C -2.850 -1.945 3.119
C -2.197 -3.276 3.398
O -3.274 -4.156 3.215
C -4.393 -3.436 3.355
O -5.535 -3.934 3.355
O -4.202 -2.191 3.458
F -1.733 -3.382 4.648
H -2.908 -1.667 2.067
H -2.271 -1.161 3.607
H -1.369 -3.527 2.736
C -3.817 -1.282 -0.788
C -4.486 -1.350 -2.178
O -5.420 -0.260 -2.142
C -5.333 0.454 -0.988
O -5.991 1.385 -0.631
O -4.443 -0.205 -0.179
F -5.209 -2.454 -2.226
H -2.741 -1.123 -0.859
H -3.849 -2.202 -0.204
H -3.796 -1.381 -3.021
C -3.955 3.088 3.109
C -3.281 1.779 2.713
O -4.021 0.810 3.453
C -4.725 1.404 4.382
O -5.315 0.845 5.310
O -4.623 2.713 4.256
F -1.996 1.731 3.157
H -4.699 3.346 2.355
H -3.326 3.949 3.335
H -3.265 1.482 1.664
C 3.943 0.954 2.305
C 4.803 1.836 3.091
O 5.795 2.211 2.154
C 5.836 1.227 1.226
O 6.744 1.124 0.383
O 4.808 0.375 1.419
F 5.371 1.114 4.106
H 3.320 1.580 1.666
H 3.296 0.301 2.891
H 4.201 2.657 3.479
C -0.346 -3.271 -5.813
C -0.184 -2.594 -4.470
O 0.887 -3.401 -3.975
C 0.810 -4.636 -4.431
O 1.526 -5.525 -4.017
O -0.023 -4.578 -5.442
F -1.276 -2.878 -3.787
H 0.348 -2.794 -6.506
H -1.370 -3.161 -6.169
H -0.146 -1.518 -4.638
C 0.549 -0.539 -1.578
C 0.550 0.686 -0.656
C 0.013 0.123 0.684
O -0.793 -0.995 0.340
C -0.089 -1.643 -0.747
H 1.577 -0.672 -1.914
H -0.022 -0.373 -2.492
H -0.106 1.487 -0.997
H 1.538 1.111 -0.477
H -0.434 0.903 1.300
H 0.862 -0.217 1.277
H -0.754 -2.295 -1.313
H 0.684 -2.342 -0.428
C 1.526 -2.906 3.673
O 1.480 -4.268 4.102
H 2.420 -2.736 3.073
H 0.662 -2.552 3.111
H 1.583 -2.196 4.499
H 1.238 -4.820 3.355
C 1.414 1.717 -4.565
O 1.151 0.639 -5.530
H 2.424 1.651 -4.160
H 1.454 2.666 -5.099
H 0.667 1.662 -3.772
H 1.407 1.020 -6.373
C -1.015 3.878 -2.358
O 0.290 4.103 -2.076
H -1.127 2.880 -2.780
H -1.570 3.830 -1.421
H -1.453 4.652 -2.988
H 0.248 4.869 -1.498
C 3.612 3.806 -0.898
O 2.904 3.024 -1.877
H 3.839 4.819 -1.230
H 2.948 3.763 -0.035
H 4.587 3.389 -0.645
H 2.002 3.320 -2.017
C 1.039 3.739 1.907
O 2.002 3.743 2.961
H 0.036 3.704 2.333
H 1.078 4.639 1.293
H 1.147 2.837 1.305
H 2.096 4.643 3.282
```